Here is a cluster of 2 separate species, C4H8N2O in total from OMol25. Energies are from ωB97M-V with the def2-TZVPD basis set.

Values from the calculation:
**E_LUMO**: 0.7845 eV
**SMILES**: C=C(N)O.C1=NC1
**Charge**: 0
**Relative energy (zero: lowest compared OMol25 entry of this formula, charge and spin)**: 376.5 kJ/mol
**Multiplicity**: 1

CARTESIAN COORDINATES (ANGSTROEM)
O  0.8498  1.0374  -1.7780
N  -0.3154  -1.1866  1.5649
N  -1.2062  1.0191  -0.8859
C  0.1427  1.2349  -0.6299
C  0.6277  -1.7305  0.9537
C  0.6876  1.5220  0.5589
C  -0.6566  -2.1233  0.4160
H  1.7418  0.8042  -1.5130
H  -1.0262  -1.6490  -0.4921
H  -1.8088  1.4201  -0.1846
H  1.7610  1.6222  0.6938
H  -1.1144  -3.0689  0.7094
H  -1.4680  1.2819  -1.8289
H  0.0723  1.5661  1.4497
H  1.7128  -1.7496  0.9661

Forces on atoms 1 to 3 (eV/Å):
O 0.0881 -0.0980 0.0049
N 0.3037 -0.1489 0.0169
N 0.0619 0.1655 0.0375